{"formula": "C4H13NO2", "method": "the ωB97M-V functional and the def2-TZVPD basis", "smiles": "C[C@H](N)CCO.O", "symbols": ["C", "C", "N", "C", "C", "O", "H", "H", "H", "H", "H", "H", "H", "H", "H", "H", "H", "O", "H", "H"], "xyz": [[-1.370564, -1.674166, 1.340163], [-0.816005, -0.610012, 0.412066], [-1.795893, -0.279046, -0.643218], [0.538791, -1.063150, -0.182293], [1.482977, -0.031379, -0.800608], [2.780027, -0.371299, -0.259772], [-0.656955, -1.815371, 2.160429], [-1.496899, -2.692168, 0.951013], [-2.356142, -1.413012, 1.727461], [-0.547154, 0.251062, 1.032485], [-1.661330, -0.933507, -1.391501], [-1.575602, 0.621025, -1.044925], [0.987066, -1.428925, 0.747598], [0.465129, -1.880409, -0.899546], [1.619186, -0.187501, -1.873384], [1.281059, 1.051851, -0.763556], [3.472727, -0.108152, -0.874650], [-0.117515, 3.835783, 0.298672], [0.500617, 4.549800, 0.420993], [-0.733529, 4.178582, -0.357433]], "atomic_forces_ev_per_a": [[0.1, -0.6, 0.6], [0.3, -0.4, -1.4], [0.0, 0.6, 0.7], [-0.4, 0.5, 1.1], [1.2, -0.4, -0.8], [0.1, 0.4, 0.3], [-0.3, 0.2, 0.2], [0.2, 0.3, -0.6], [0.2, 0.3, 0.1], [-0.5, 0.2, -0.2], [-0.1, -0.4, -0.4], [0.0, 0.2, 0.0], [0.8, -0.2, -0.5], [-0.3, -0.2, 0.2], [-0.6, -0.2, -0.2], [-0.3, -0.3, 0.9], [-0.2, 0.1, 0.1], [-0.4, -0.3, -0.2], [0.4, 0.3, 0.2], [-0.1, -0.1, 0.0]], "mulliken_charge": [-1.5039, 0.4818, -0.7206, -0.6905, -0.3829, -0.5326, 0.3795, 0.2811, 0.3833, 0.3206, 0.2826, 0.2857, 0.2609, 0.3203, 0.2537, 0.2832, 0.2961, -0.6198, 0.3063, 0.3154]}

{"formula": "C4H8O2", "method": "the ωB97M-V functional and the def2-TZVPD basis", "symbols": ["C", "O", "C", "C", "C", "O", "H", "H", "H", "H", "H", "H", "H", "H"], "xyz": [[0.041863, 1.633160, 1.084387], [0.496523, 0.314528, 0.838781], [1.032842, 0.114098, -0.393054], [1.390605, -1.089645, -0.829624], [-2.002017, 0.153614, -1.300702], [-2.553167, -0.767808, -1.666790], [-0.261693, 1.670528, 2.132427], [0.844060, 2.365428, 0.919279], [-0.815089, 1.879276, 0.445624], [1.152943, 1.014855, -0.998398], [1.827830, -1.202900, -1.815230], [1.262347, -1.973695, -0.212375], [-1.017867, -1.743867, 0.968739], [-1.399179, -2.367570, 0.826938]], "atomic_forces_ev_per_a": [[-0.1, 0.3, 0.1], [0.0, -0.1, -0.1], [0.1, -0.1, -0.2], [0.0, 0.1, 0.1], [-0.7, -1.0, -0.4], [0.6, 1.0, 0.4], [0.0, 0.0, -0.2], [-0.1, -0.1, 0.0], [0.2, 0.0, 0.1], [0.0, -0.2, 0.1], [-0.1, 0.1, 0.2], [0.0, 0.1, -0.1], [0.0, -0.1, 0.0], [0.0, 0.1, 0.0]], "mulliken_charge": [-0.6582, -0.2849, 0.0043, -0.6520, 0.1325, -0.1436, 0.2417, 0.3184, 0.2754, 0.3111, 0.2424, 0.2385, -0.3032, 0.2775]}

{"formula": "C19H20N4O", "method": "the ωB97M-V functional and the def2-TZVPD basis", "symbols": ["C", "N", "C", "C", "C", "C", "C", "C", "C", "C", "C", "O", "N", "C", "H", "H", "C", "N", "C", "N", "C", "C", "C", "C", "H", "H", "H", "H", "C", "H", "C", "H", "H", "H", "H", "H", "H", "H", "H", "H", "H", "H", "H", "H"], "xyz": [[-1.227030, -1.561472, 1.698344], [-1.883708, -0.565726, 0.919886], [-3.119354, -0.643246, 0.357800], [-4.043056, -1.890372, 0.332851], [-5.299479, -1.918338, -0.408087], [-5.792583, -0.626401, -0.790180], [-5.022247, 0.447936, -0.661808], [-3.704042, 0.507657, -0.334810], [-2.665852, 1.421732, -0.120024], [-1.586769, 0.680373, 0.647891], [-0.406068, 1.449573, 1.209297], [-0.142958, 1.195841, 2.260985], [0.457577, 1.769029, 0.216060], [0.371333, 1.955731, -1.071321], [0.587767, 2.831182, -1.654510], [-0.730851, 1.572825, -1.290362], [1.367053, 0.629425, -1.555949], [2.533327, 0.815924, -0.785824], [3.373339, -0.132600, -0.550534], [4.165623, -0.013450, 0.576412], [4.871252, -1.097221, 0.761603], [4.656557, -2.275706, 0.501606], [3.823037, -2.446474, -0.598563], [3.006980, -1.445487, -0.914404], [2.357328, -1.457317, -2.130131], [3.775756, -3.513633, -1.110073], [5.392642, -3.369959, 0.704446], [5.684328, -0.708811, 1.589206], [2.736672, 2.100921, -0.109785], [3.819382, 2.037526, 0.343324], [1.731370, 2.545793, 0.760339], [1.628876, 3.486337, 0.878827], [1.958014, 1.961162, 1.773182], [2.828058, 2.789908, -1.011240], [0.841128, -0.255667, -1.446683], [1.551095, 1.125545, -2.647794], [-2.565601, 2.433778, -0.493715], [-5.253545, 1.521601, -1.015785], [-6.727048, -0.450309, -1.295076], [-6.101899, -2.465972, -0.193447], [-3.707800, -2.867767, 0.966014], [-0.678101, -1.007424, 2.490587], [-0.866985, -2.268492, 0.937248], [-1.993503, -2.297938, 2.264212]], "atomic_forces_ev_per_a": [[-1.8, -2.1, 1.4], [-3.3, 0.7, -0.8], [-6.3, -5.9, -1.8], [1.0, -0.5, 0.3], [4.4, 4.9, 2.1], [0.3, -1.2, -0.8], [-0.1, 5.1, -2.4], [4.2, -3.1, 4.0], [3.0, -1.4, 1.6], [-1.7, 7.0, -2.7], [-3.6, -2.5, -11.0], [3.2, -0.6, 11.7], [3.5, 5.7, 7.6], [-3.4, -5.9, -5.8], [0.3, 0.8, 0.5], [2.3, 1.0, -0.6], [-0.4, 7.5, -3.7], [-1.1, 2.5, 0.4], [-0.7, -2.8, 5.1], [-0.9, 1.3, -4.3], [5.7, 9.8, 8.7], [1.9, -13.2, -3.5], [-0.9, -4.7, -0.5], [-1.5, 1.0, -7.4], [2.0, -0.4, 4.1], [-0.2, 2.4, 1.1], [-2.1, 4.0, -0.1], [-1.3, -1.9, -1.8], [5.9, 0.6, -4.6], [-2.3, 0.3, -0.7], [-2.1, -10.4, 3.5], [-1.0, 6.6, 0.7], [-0.8, 1.8, -1.7], [0.1, -0.1, 1.0], [-0.8, -1.6, 0.0], [-0.2, -2.4, 1.6], [0.1, 0.0, 0.3], [-0.9, -1.8, 0.3], [-0.5, -0.5, 0.3], [-2.3, -3.7, 0.6], [-0.9, 2.4, -1.8], [0.5, -1.1, -1.0], [1.4, 0.3, 0.8], [1.2, 2.2, -1.1]], "mulliken_charge": [-1.0817, 0.1003, 0.3577, -0.1712, -1.0645, -0.2030, -0.7111, 0.6671, -0.9487, 0.2648, 0.5706, -0.5272, 0.1487, -0.8268, 0.4702, 0.2892, -1.0983, 0.3307, 0.7231, -0.3631, -0.3186, -0.3115, -0.1923, -0.4200, 0.1823, 0.2605, 0.1709, 0.2101, -0.6280, 0.4174, -0.9550, 0.5580, 0.3541, 0.2804, 0.7225, 0.0977, 0.5337, 0.1855, 0.3959, 0.4011, 0.0251, 0.3749, 0.4495, 0.2791]}

{"formula": "C4H2LuO", "method": "the ωB97M-V functional and the def2-TZVPD basis", "s_squared": 0.7504, "charge": 2, "multiplicity": 2, "symbols": ["C", "C", "C", "C", "O", "Lu", "H", "H"], "xyz": [[1.143494, -1.829194, 0.070293], [1.846344, -0.757154, 0.457138], [0.604423, -0.335400, 0.007934], [-0.338365, 0.663694, -0.319422], [-0.896149, 1.368002, 0.530798], [-2.678728, 2.988840, 0.687159], [0.866447, -2.873273, -0.033633], [-0.547466, 0.774485, -1.400267]], "atomic_forces_ev_per_a": [[-1.5, 4.1, -0.1], [2.0, -0.3, 0.5], [-1.1, -2.9, -0.3], [2.1, -2.3, -2.1], [-3.3, 3.1, 1.8], [2.0, -1.8, -0.1], [-0.3, 0.2, -0.1], [0.1, -0.1, 0.4]], "mulliken_charge": [0.2184, -0.5521, 0.0876, 0.3062, -0.3029, 1.5462, 0.4042, 0.2923]}

DFT total energy per entry: -9943.125 -8370.252 -28023.037 -39821.694 eV
Energy above the lowest of the compared OMol25 structures with the same formula, charge and spin per entry: 24.7 69.9 326.0 24.5 kcal per mole